1.
Molecular formula: C27H37BClIN4O11P2S2
Method: DFT, ωB97M-V/def2-TZVPD

Each line ends with the Löwdin charge.
Element x y z (Å)
C  3.502200  1.716877  1.121344  -0.057
C  4.374125  1.181980  -0.009072  -0.255
O  3.562917  0.514446  -0.971291  -0.122
C  3.663920  -0.883121  -0.976822  -0.193
C  2.910885  -1.555967  0.155013  -0.192
O  1.528831  -1.304413  0.127748  -0.157
C  0.799010  -2.347152  -0.473983  -0.226
C  -0.707991  -2.177214  -0.319453  -0.349
N  -1.394042  -1.498478  -1.427231  0.171
B  -0.861930  -0.326600  -2.085254  -0.794
O  -0.343169  0.791013  -1.475514  0.149
O  -0.919048  -0.332442  -3.472230  0.016
C  -2.112292  0.306822  -3.956260  -0.071
C  -1.131040  -1.644303  1.069197  -0.900
I  -0.080083  -2.804275  2.632105  0.921
O  -0.736149  -0.315119  1.205451  -0.290
C  -1.541856  0.619776  1.814111  -0.894
Cl  -1.715548  0.407941  3.610113  0.556
P  -0.648325  2.240646  1.543235  0.424
S  -1.734367  3.390740  0.383556  0.166
P  -2.922730  -2.066430  1.388855  0.319
S  -4.261921  -1.254788  0.242847  0.183
H  3.300842  0.977953  1.891084  0.069
H  2.559561  2.023611  0.685737  0.046
H  3.990802  2.552849  1.609432  0.076
H  4.839467  2.009594  -0.529266  0.117
H  5.147518  0.545974  0.404484  0.079
H  4.712577  -1.182049  -0.850277  0.110
H  3.365718  -1.273818  -1.943864  0.128
H  3.312837  -1.211097  1.102549  0.120
H  3.139203  -2.625785  0.105235  0.128
H  1.075922  -3.285759  0.011446  0.079
H  1.076471  -2.477756  -1.521862  0.144
H  -1.099016  -3.193921  -0.317096  0.127
H  -1.570001  -2.183216  -2.149900  0.135
H  -1.014099  1.246823  -0.934733  0.017
H  -2.803827  0.570023  -3.165425  0.078
H  -2.569948  -0.375257  -4.664349  0.089
H  -1.861811  1.211589  -4.499037  0.082
H  -2.515951  0.753563  1.351679  0.037
H  -0.453088  2.845583  2.793559  -0.026
H  0.568176  1.952561  0.903138  -0.018
H  -3.236978  -1.820128  2.731028  -0.060
H  -2.951254  -3.467521  1.264509  -0.007
C  -5.784111  5.101704  -7.825218  -0.073
C  -6.363848  3.842875  -7.907438  -0.067
C  -6.031454  2.863795  -6.985900  -0.003
C  -5.121278  3.165742  -5.989997  -0.143
C  -4.529483  4.411607  -5.895689  0.000
C  -4.865876  5.383920  -6.823077  -0.065
N  -4.780110  2.137096  -4.996786  -0.331
O  -5.298059  1.042482  -5.114467  0.084
O  -3.998178  2.442193  -4.116628  0.068
H  -6.049616  5.865605  -8.543954  0.106
H  -7.077840  3.624142  -8.689131  0.107
H  -6.479127  1.883330  -7.045475  0.119
H  -3.817985  4.626818  -5.112647  0.121
H  -4.413304  6.363693  -6.761704  0.108
C  -4.727502  -1.300510  8.512494  -0.070
C  -5.295435  -2.567036  8.478750  -0.066
C  -5.592918  -3.162758  7.264317  -0.003
C  -5.311311  -2.476373  6.097713  -0.144
C  -4.751339  -1.211745  6.111670  -0.003
C  -4.459431  -0.622941  7.330811  -0.062
N  -5.604198  -3.111393  4.804654  -0.341
O  -6.112728  -4.214572  4.815223  0.087
O  -5.312899  -2.489966  3.798601  0.040
H  -4.492463  -0.840266  9.462996  0.107
H  -5.504863  -3.092553  9.399924  0.108
H  -6.034777  -4.147184  7.232779  0.119
H  -4.542748  -0.688647  5.189893  0.108
H  -4.020161  0.364511  7.358527  0.109
C  10.009712  -2.329695  -0.475427  -0.070
C  10.862960  -1.300350  -0.101791  -0.064
C  10.344974  -0.088037  0.323083  -0.001
C  8.972576  0.072177  0.370196  -0.141
C  8.108285  -0.939775  -0.003663  0.002
C  8.634274  -2.147849  -0.429760  -0.062
N  8.419189  1.350864  0.839677  -0.336
O  9.203728  2.228082  1.139918  0.088
O  7.206840  1.455377  0.900354  0.065
H  10.417858  -3.276663  -0.802621  0.108
H  11.933843  -1.442677  -0.139348  0.109
H  11.004576  0.715375  0.613933  0.120
H  7.039134  -0.795189  0.034739  0.098
H  7.970575  -2.948964  -0.724064  0.108

Forces on atoms 1 to 6 (eV/Å):
0.272 -0.070 -0.065
-0.867 0.107 0.228
0.146 -0.217 -0.284
0.428 -0.057 0.485
0.297 -0.020 -0.299
-0.210 -0.007 -0.007

The HOMO-LUMO gap comes out at 7.6 eV. As for the energy above the lowest of the compared OMol25 structures with the same formula, charge and spin: 9.83 kcal per mole. The largest force on an atom is 2.00 eV/Å. The value obtained for the highest occupied orbital energy is -8.3 eV. As for the total energy: -118621.957 eV.

=====

2.
Molecular formula: C28H29N3O4
Method: DFT, ωB97M-V/def2-TZVPD

Each line ends with the Löwdin charge.
Element x y z (Å)
C  -6.262193  -6.924647  -1.777557  -0.118
O  -6.727370  -5.662339  -1.384036  -0.199
C  -6.462267  -5.371945  -0.028946  -0.252
C  -7.066774  -4.015966  0.324814  -0.144
C  -6.567779  -2.895784  -0.594384  -0.176
N  -5.136502  -2.720335  -0.537032  0.068
C  -4.549088  -1.829891  0.297427  -0.455
O  -5.185730  -1.079712  1.012996  0.068
C  -3.055642  -1.832454  0.267988  -0.135
C  -2.380401  -1.473754  1.430784  -0.002
C  -0.999460  -1.450322  1.463721  -0.014
C  -0.268977  -1.775342  0.327557  -0.186
C  1.235096  -1.704239  0.337872  -0.067
N  1.681246  -0.393729  -0.141155  0.097
C  1.932867  -0.256977  -1.495835  -0.361
O  1.826906  -1.199705  -2.253221  0.086
C  2.336507  1.085763  -1.907954  -0.057
C  2.624170  1.324802  -3.251808  -0.002
C  3.007722  2.578458  -3.670244  -0.074
C  3.107902  3.604755  -2.737996  -0.059
C  2.826515  3.387259  -1.405443  0.001
C  2.431604  2.119538  -0.967357  -0.138
N  2.140182  1.856470  0.355013  0.038
C  2.213297  2.912938  1.348404  -0.084
C  3.615374  3.402850  1.615857  -0.172
C  4.717793  2.645315  1.246056  -0.028
C  6.002709  3.092142  1.495478  -0.077
C  6.195693  4.307716  2.125500  -0.084
C  5.100964  5.060065  2.511259  -0.046
C  3.805390  4.623877  2.269512  -0.233
C  2.638734  5.454383  2.712879  -0.041
C  1.771438  0.608503  0.805456  -0.414
O  1.539866  0.395451  1.976614  0.089
C  -0.940604  -2.108391  -0.843049  -0.019
C  -2.322376  -2.140233  -0.874329  -0.022
H  -6.517136  -7.038200  -2.829276  0.088
H  -6.739379  -7.724861  -1.197720  0.088
H  -5.174116  -7.007013  -1.654058  0.089
H  -6.898648  -6.151749  0.615133  0.124
H  -5.373934  -5.367980  0.148420  0.120
H  -6.814366  -3.778820  1.358897  0.119
H  -8.151099  -4.075605  0.231824  0.116
H  -6.853315  -3.120590  -1.623807  0.120
H  -7.016516  -1.950271  -0.281764  0.121
H  -4.570513  -3.395330  -1.023353  0.128
H  -2.960548  -1.212445  2.302940  0.119
H  -0.479793  -1.164748  2.365649  0.110
H  1.621780  -1.834529  1.349843  0.131
H  1.661782  -2.447689  -0.338456  0.131
H  2.536203  0.496941  -3.938524  0.121
H  3.231935  2.764190  -4.708809  0.104
H  3.413748  4.590297  -3.055870  0.109
H  2.932152  4.200466  -0.707464  0.110
H  1.797648  2.491089  2.270406  0.138
H  1.567303  3.736968  1.030197  0.131
H  4.575653  1.691522  0.759231  0.118
H  6.848134  2.489824  1.199122  0.103
H  7.194550  4.666978  2.322557  0.101
H  5.252737  6.004858  3.013324  0.108
H  2.064936  5.812038  1.857137  0.083
H  1.969182  4.872305  3.344188  0.087
H  2.980384  6.319238  3.275445  0.077
H  -0.372334  -2.333217  -1.733439  0.109
H  -2.823937  -2.374671  -1.802588  0.111

Forces on atoms 1 to 6 (eV/Å):
0.060 -0.112 -0.019
-0.108 0.308 0.029
-0.102 0.097 0.281
0.273 -0.173 -0.366
-0.339 0.020 0.195
-0.015 -0.274 -0.261

The HOMO-LUMO gap comes out at 9.2 eV. As for the energy above the lowest of the compared OMol25 structures with the same formula, charge and spin: 0.10 kcal per mole. The SMILES is COCCCNC(=O)c1ccc(Cn2c(=O)c3ccccc3n(Cc3ccccc3C)c2=O)cc1. The largest force on an atom is 0.74 eV/Å. The value obtained for the highest occupied orbital energy is -8.9 eV. As for the total energy: -42169.487 eV.

=====

3.
Molecular formula: C3H3NOS
Method: DFT, ωB97M-V/def2-TZVPD

Each line ends with the Löwdin spin population.
Element x y z (Å)
C  -1.253874  -0.360283  0.563686  0.080
C  0.237930  0.661359  -0.788227  0.604
C  0.930879  -0.257380  0.142269  0.106
N  -1.369866  0.375262  -0.432486  0.087
O  -0.047242  -0.726038  1.018390  0.024
S  0.769385  1.674774  -1.882020  1.039
H  -2.237746  -0.478268  1.181508  0.009
H  1.172749  -1.084732  -0.555211  0.031
H  1.797786  0.195306  0.752092  0.020

Forces on atoms 1 to 6 (eV/Å):
-2.039 0.068 1.982
-4.633 -1.824 3.067
1.435 0.410 -0.926
3.176 1.895 -2.576
-0.955 -0.743 1.669
0.853 1.907 -2.129

The spin multiplicity is 3. The HOMO-LUMO gap (spin up / spin down) comes out at 7.5 / 7.1 eV. As for the energy above the lowest of the compared OMol25 structures with the same formula, charge and spin: 33.86 kcal per mole. The expectation value of S² is 2.0069. The largest force on an atom is 5.85 eV/Å. The value obtained for the highest occupied orbital energy (spin up / spin down) is -6.6 / -10.0 eV. As for the total energy: -17527.823 eV.

=====

4.
Molecular formula: C6H10
Method: DFT, ωB97M-V/def2-TZVPD

Each line ends with the Löwdin charge.
Element x y z (Å)
C  -1.165714  0.665075  -0.710949  -0.206
C  0.032601  0.020079  -1.382846  -0.189
C  0.682692  -0.890058  -0.354717  -0.243
C  0.455986  -1.349325  1.115285  -0.056
C  0.735916  0.068823  0.796987  -0.303
C  -0.549723  0.929010  0.685087  -0.156
H  -2.088986  0.062304  -0.679794  0.112
H  -1.419433  1.582328  -1.249411  0.099
H  0.908074  0.919947  -1.305824  0.177
H  -0.184278  -0.425185  -2.374186  0.107
H  1.599226  -1.325524  -0.750421  0.123
H  -0.440345  -1.572570  1.701916  0.099
H  1.294191  -1.988890  1.391670  0.097
H  1.666928  0.618581  0.872112  0.132
H  -1.255390  0.705324  1.492210  0.105
H  -0.271747  1.980080  0.752880  0.102

Forces on atoms 1 to 6 (eV/Å):
0.191 0.158 0.020
0.682 0.851 -0.114
0.323 0.158 0.014
-0.107 -0.159 -0.130
0.208 0.254 0.317
0.112 0.209 0.188

The HOMO-LUMO gap comes out at 10.3 eV. As for the energy above the lowest of the compared OMol25 structures with the same formula, charge and spin: 50.15 kcal per mole. The SMILES is C1C[C@@H]2C[C@@H]2C1. The largest force on an atom is 3.58 eV/Å. The value obtained for the highest occupied orbital energy is -9.1 eV. As for the total energy: -6381.685 eV.